A molecular structure, C48H55BrGeN5P2PtS2, computed with ωB97M-V with the def2-TZVPD basis set.

- Energy: -228128.8299 eV
- HOMO (spin up / spin down): -14.731 / -17.511 eV
- Gap between HOMO and LUMO (spin up / spin down): 4.169 / 3.245 eV
- Net charge: +4
- Spin multiplicity: 6
- <S²>: 8.805
- F_max: 8.0 eV/Å

CARTESIAN COORDINATES (ANGSTROEM)
Pt -0.322 0.645 0.336
C -2.530 0.830 3.616
C -1.027 0.888 3.618
N -0.137 0.688 2.628
C 1.137 0.765 3.097
C 1.266 1.016 4.369
S -0.233 1.179 5.202
C 2.228 0.369 2.131
C 3.416 0.090 2.608
S 4.494 -0.377 1.359
C 3.091 -0.329 0.239
N 2.003 0.102 0.832
C 3.361 -0.651 -1.204
H -3.012 1.467 2.878
H -2.983 1.182 4.540
H -2.839 -0.188 3.395
H 2.147 1.034 4.946
H 3.715 0.269 3.599
H 4.336 -1.131 -1.320
H 3.363 0.223 -1.821
H 2.570 -1.321 -1.564
C -2.653 -0.552 -2.439
P -1.130 0.411 -2.020
C -1.940 2.218 -2.287
N -2.816 2.179 -3.158
C -3.393 3.621 -3.463
C -4.179 3.941 -4.487
C -4.691 5.240 -4.835
C -4.360 6.259 -3.951
C -3.568 5.908 -2.849
C -3.020 4.713 -2.526
N -2.036 4.500 -1.473
C -1.571 3.331 -1.412
P -0.310 3.023 -0.041
C -1.115 3.968 1.324
C 1.272 3.966 -0.210
C 2.129 3.503 -1.379
C 0.918 5.397 -0.567
C 2.027 3.911 1.133
C 0.002 0.079 -3.394
C 1.160 1.091 -3.411
C -0.630 0.199 -4.791
C 0.511 -1.314 -3.183
H -2.929 -0.432 -3.509
H -3.477 -0.273 -1.803
H -2.424 -1.631 -2.304
H -4.523 3.259 -5.214
H -5.247 5.119 -5.756
H -4.597 7.286 -4.038
H -3.312 6.736 -2.208
H -1.356 4.982 0.996
H -0.488 4.023 2.217
H -2.054 3.447 1.546
H 1.585 3.597 -2.325
H 2.609 2.511 -1.367
H 2.983 4.187 -1.548
H 0.450 5.529 -1.550
H 1.904 5.846 -0.632
H 0.286 5.950 0.140
H 2.096 2.936 1.590
H 1.581 4.637 1.839
H 3.027 4.249 0.957
H 0.753 2.068 -3.723
H 1.890 0.733 -4.141
H 1.580 1.271 -2.440
H -1.065 1.169 -4.943
H -1.414 -0.501 -4.949
H 0.170 -0.042 -5.487
H 0.684 -1.546 -2.109
H 1.428 -1.565 -3.736
H -0.228 -2.093 -3.514
Br -6.855 -1.285 0.756
C -5.141 -0.571 0.740
C -4.038 -1.417 0.966
C -2.798 -0.850 0.859
N -2.569 0.407 0.576
C -3.610 1.238 0.456
C -4.927 0.799 0.539
H -4.235 -2.462 1.131
H -1.857 -1.446 1.090
H -3.390 2.263 0.207
H -5.739 1.462 0.327
C -0.847 -3.973 -0.634
Ge 0.445 -4.123 0.695
C -0.072 -4.316 2.468
C -0.244 -5.532 3.162
C -0.599 -5.497 4.513
C -0.695 -4.297 5.177
C -0.571 -3.117 4.476
C -0.182 -3.109 3.156
C 2.211 -4.090 0.009
C 2.506 -4.542 -1.267
C 3.776 -5.149 -1.608
C 4.769 -5.163 -0.685
C 4.578 -4.608 0.635
C 5.621 -4.540 1.626
C 5.360 -4.108 2.875
C 4.062 -3.677 3.209
C 3.061 -3.580 2.289
C 3.274 -4.149 1.010
H -1.814 -4.413 -0.290
H -0.618 -4.432 -1.590
H -1.131 -2.921 -0.792
H -0.051 -6.443 2.598
H -0.793 -6.441 5.048
H -0.890 -4.248 6.254
H -0.634 -2.208 5.069
H -0.047 -2.142 2.667
H 1.794 -4.490 -2.085
H 3.906 -5.470 -2.648
H 5.749 -5.585 -0.980
H 6.631 -4.822 1.430
H 6.132 -4.082 3.642
H 3.847 -3.371 4.278
H 2.061 -3.296 2.588

Here are the Mulliken charges for atoms 1 to 99, given in e:
1 Pt 3.70
2 C -0.88
3 C -0.14
4 N 0.81
5 C -0.34
6 C -0.43
7 S 0.02
8 C -0.49
9 C -0.67
10 S -0.04
11 C -0.21
12 N 0.35
13 C -0.46
14 H 0.03
15 H 0.65
16 H 0.19
17 H 0.59
18 H 0.52
19 H 0.69
20 H 0.25
21 H -0.50
22 C -1.64
23 P 0.49
24 C 0.64
25 N -0.49
26 C -0.15
27 C -0.19
28 C -0.51
29 C -0.84
30 C -0.18
31 C 0.10
32 N -0.34
33 C -0.05
34 P -0.36
35 C -1.40
36 C 2.08
37 C -1.70
38 C -1.83
39 C -1.73
40 C 2.31
41 C -1.16
42 C -1.90
43 C -1.77
44 H 0.48
45 H 0.55
46 H 0.30
47 H 0.54
48 H 0.43
49 H 0.48
50 H 0.47
51 H 0.52
52 H 0.36
53 H 0.23
54 H 0.40
55 H 0.00
56 H 0.67
57 H 0.38
58 H 0.60
59 H 0.32
60 H 0.14
61 H 0.41
62 H 0.61
63 H 0.49
64 H 0.69
65 H -0.71
66 H 0.41
67 H 0.45
68 H 0.52
69 H -0.05
70 H 0.57
71 H 0.42
72 Br -0.03
73 C -0.65
74 C -0.83
75 C 0.00
76 N 1.27
77 C -0.74
78 C -0.90
79 H 0.67
80 H -0.27
81 H 0.30
82 H 0.57
83 C -0.60
84 Ge 0.54
85 C 0.57
86 C -0.52
87 C -0.68
88 C -0.75
89 C -0.92
90 C 0.61
91 C 1.35
92 C -0.57
93 C -1.09
94 C -0.61
95 C 0.64
96 C -0.91
97 C -0.81
98 C -0.76
99 C 0.10


9 unconnected molecules or ions with the total composition C33H43N8O, computed with ωB97M-V with the def2-TZVPD basis set.

- Energy: -48876.0077 eV
- HOMO: -5.398 eV
- Gap between HOMO and LUMO: 8.094 eV
- Net charge: -1
- Energy above the lowest of the compared OMol25 structures with the same formula, charge and spin: 453.9 kJ/mol
- F_max: 12.1 eV/Å

CARTESIAN COORDINATES (ANGSTROEM)
C 0.371 0.889 -0.054
O -0.073 1.348 -1.411
H -0.024 1.134 0.856
H 1.434 1.073 0.026
H 0.162 -0.205 -0.279
N 3.495 -2.388 -0.519
C 4.468 -3.358 -0.683
C 4.350 -4.190 0.412
C 3.376 -3.580 1.354
C 2.846 -2.443 0.660
H 3.242 -1.841 -1.247
H 4.947 -3.215 -1.596
H 5.089 -4.943 0.582
H 3.064 -3.903 2.450
H 2.059 -1.882 1.162
N -2.495 0.316 -1.948
C -3.600 1.119 -2.144
C -4.642 0.278 -1.944
C -4.175 -1.062 -1.758
C -2.776 -1.047 -1.882
H -1.691 0.679 -1.754
H -3.448 2.050 -2.373
H -5.646 0.677 -2.041
H -4.919 -1.966 -1.645
H -1.990 -1.665 -2.084
N 0.916 -1.664 3.762
C 1.390 -0.347 3.677
C 2.395 -0.239 4.668
C 2.433 -1.676 5.393
C 1.457 -2.386 4.819
H 0.308 -2.081 3.152
H 1.018 0.207 2.929
H 2.868 0.634 4.699
H 3.097 -1.839 6.345
H 1.026 -3.250 5.080
N -3.156 -0.156 1.506
C -4.317 -0.939 1.703
C -4.472 -0.941 3.096
C -3.325 -0.162 3.717
C -2.566 0.328 2.634
H -2.905 -0.087 0.572
H -4.863 -1.373 0.848
H -5.102 -1.347 3.823
H -3.107 -0.065 4.682
H -1.622 0.866 2.685
N -1.088 3.739 -0.417
C -0.236 4.884 -0.576
C -0.961 5.934 -0.164
C -2.311 5.417 0.141
C -2.310 4.026 -0.128
H -0.648 2.804 -0.649
H 0.691 4.987 -0.821
H -0.611 6.883 0.116
H -3.160 5.968 0.539
H -2.899 3.176 0.082
N 0.662 0.154 -3.845
C 1.717 -0.271 -4.637
C 1.526 -0.541 -5.943
C -0.009 -0.141 -5.992
C -0.448 0.179 -4.743
H 0.614 0.783 -2.914
H 2.582 -0.386 -4.008
H 2.107 -1.161 -6.750
H -0.733 -0.136 -6.624
H -1.415 0.599 -4.399
N -1.484 -2.459 2.214
C -1.821 -3.403 3.181
C -0.957 -4.451 3.030
C -0.082 -4.137 1.864
C -0.411 -2.925 1.377
H -1.893 -1.531 2.002
H -2.564 -3.201 3.895
H -0.705 -5.126 3.645
H 0.691 -4.848 1.654
H 0.103 -2.491 0.601
N 2.128 2.940 -1.882
C 3.416 2.692 -1.333
C 4.338 3.177 -2.158
C 3.550 3.993 -3.243
C 2.218 3.747 -3.098
H 1.327 2.642 -1.486
H 3.436 2.153 -0.407
H 5.171 2.821 -2.131
H 4.052 4.378 -4.050
H 1.520 3.775 -3.871

Quick look at the Mulliken charges, all values in e:
1 C -0.12
2 O -1.23
3 H 0.30
4 H 0.21
5 H -0.28
6 N -0.11
7 C -0.36
8 C -0.96
9 C -0.33
10 C -0.01
11 H 0.22
12 H 0.46
13 H 0.36
14 H 0.33
15 H 0.40
16 N 0.69
17 C -0.69
18 C -0.54
19 C -1.01
20 C -0.59
21 H 0.14
22 H 0.87
23 H 0.40
24 H 0.34
25 H 0.71
26 N 0.28
27 C -0.26
28 C -0.93
29 C -0.62
30 C -0.58
31 H 0.59
32 H 0.38
33 H 0.58
34 H 0.26
35 H 0.54
36 N 0.16
37 C -0.22
38 C -0.84
39 C -0.75
40 C -0.43
41 H 0.01
42 H 0.21
43 H 0.47
44 H 0.63
45 H 0.51
46 N 0.31
47 C -0.64
48 C -0.69
49 C -0.78
50 C -0.32
51 H 0.07
52 H 0.61
53 H 0.43
54 H 0.38
55 H 0.45
56 N 0.32
57 C -0.30
58 C -0.73
59 C -0.66
60 C -0.34
61 H 0.16
62 H 0.38
63 H 0.25
64 H 0.61
65 H 0.24
66 N 0.61
67 C -0.23
68 C -1.50
69 C 0.07
70 C -1.85
71 H -0.05
72 H 0.47
73 H 0.72
74 H 0.65
75 H 1.11
76 N 0.48
77 C -0.44
78 C -0.89
79 C -0.54
80 C -0.74
81 H 0.33
82 H 0.40
83 H 0.63
84 H 0.44
85 H 0.41


4 unconnected molecules or ions with the total composition C4H14N3O, computed with ωB97M-V with the def2-TZVPD basis set.

- Energy: -10880.3520 eV
- HOMO: -12.918 eV
- Gap between HOMO and LUMO: 4.469 eV
- Net charge: +1
- Energy above the lowest of the compared OMol25 structures with the same formula, charge and spin: 753.5 kJ/mol
- F_max: 4.1 eV/Å

CARTESIAN COORDINATES (ANGSTROEM)
C 1.158 0.233 -1.530
C 1.262 1.029 -0.246
C 0.122 0.771 0.687
C 0.306 0.338 1.995
N -0.692 -0.385 2.770
N -1.084 0.774 0.082
N 0.207 1.027 -2.371
H 2.121 0.289 -2.070
H 0.980 -0.816 -1.254
H 2.296 0.991 0.084
H 1.059 2.074 -0.544
H 1.365 0.229 2.253
H -1.068 -1.121 0.276
H -0.782 -0.224 3.737
H -0.708 -1.398 2.536
H -1.837 0.916 0.751
H -1.320 -4.949 -4.915
H 0.800 1.780 -2.710
H -0.485 1.384 -1.773
H -1.539 -2.372 -0.496
H -0.686 -4.465 -5.183
O -0.787 -2.057 0.063

Quick look at the Mulliken charges, all values in e:
1 C -0.38
2 C -0.98
3 C 0.68
4 C -0.13
5 N -0.41
6 N -0.52
7 N -0.64
8 H 0.34
9 H 0.36
10 H 0.47
11 H 0.35
12 H 0.39
13 H 0.31
14 H 0.27
15 H 0.30
16 H 0.32
17 H 0.01
18 H 0.27
19 H 0.28
20 H 0.34
21 H -0.01
22 O -0.62


A molecular structure, C11H22BrINNbO6PS, computed with ωB97M-V with the def2-TZVPD basis set.

- Energy: -125355.4803 eV
- HOMO: -4.635 eV
- Gap between HOMO and LUMO: 5.442 eV
- Net charge: -1
- F_max: 3.5 eV/Å

CARTESIAN COORDINATES (ANGSTROEM)
N -0.253 5.593 -1.989
C -0.687 4.961 -2.857
O -1.143 4.195 -3.751
Nb -1.250 2.180 -3.307
Br -1.386 -0.383 -2.925
C 1.028 1.994 -3.537
C 1.609 0.851 -2.769
O 2.117 -0.089 -3.278
I 1.537 0.992 -0.592
P -3.839 2.407 -3.024
S -4.543 0.942 -1.869
H -1.008 2.556 -1.549
H -1.411 1.917 -5.131
H 1.529 2.907 -3.230
H 1.291 1.767 -4.563
H -4.521 2.310 -4.262
H -4.202 3.642 -2.437
O 1.033 -2.215 1.592
C 1.234 -3.105 0.823
O 2.370 -3.830 0.936
C 2.620 -5.003 0.168
C 3.198 -4.670 -1.192
C 0.290 -3.371 -0.326
H 1.722 -5.619 0.097
H 3.347 -5.576 0.744
H 2.505 -4.079 -1.790
H 3.435 -5.582 -1.741
H 4.107 -4.080 -1.080
H 0.524 -2.680 -1.137
H -0.723 -3.180 0.016
H 0.317 -4.393 -0.700
O -0.886 2.412 1.368
C -0.871 2.117 2.521
O 0.164 1.382 2.988
C 0.374 1.097 4.364
C -0.420 -0.114 4.810
C -2.016 2.466 3.445
H 0.172 1.977 4.979
H 1.438 0.888 4.457
H -1.493 0.051 4.712
H -0.201 -0.353 5.853
H -0.166 -0.974 4.190
H -2.804 1.724 3.322
H -2.399 3.440 3.155
H -1.740 2.528 4.497

Quick look at the Mulliken charges, all values in e:
1 N -0.50
2 C 0.68
3 O -0.78
4 Nb -0.06
5 Br -0.24
6 C -0.92
7 C 0.47
8 O -0.56
9 I 0.03
10 P 0.07
11 S -0.49
12 H 0.40
13 H 0.13
14 H 0.38
15 H 0.32
16 H 0.04
17 H 0.05
18 O -0.51
19 C 0.67
20 O -0.37
21 C -0.44
22 C -0.92
23 C -0.75
24 H 0.38
25 H 0.30
26 H 0.26
27 H 0.34
28 H 0.30
29 H 0.14
30 H 0.31
31 H 0.29
32 O -0.50
33 C 0.78
34 O -0.36
35 C -0.42
36 C -0.85
37 C -1.09
38 H 0.36
39 H 0.33
40 H 0.27
41 H 0.36
42 H 0.18
43 H 0.25
44 H 0.32
45 H 0.35


2 unconnected molecules or ions with the total composition C7H16O, computed with ωB97M-V with the def2-TZVPD basis set.

- Energy: -9564.9231 eV
- HOMO: -9.295 eV
- Gap between HOMO and LUMO: 10.066 eV
- Energy above the lowest of the compared OMol25 structures with the same formula, charge and spin: 130.0 kJ/mol
- F_max: 2.3 eV/Å

CARTESIAN COORDINATES (ANGSTROEM)
C -2.297 -1.013 0.983
C -1.414 0.236 1.018
C -0.010 -0.263 1.461
C 0.658 -1.362 0.587
C 1.778 -0.428 -2.992
C 1.690 -0.741 -1.533
C 0.585 -1.023 -0.865
H -2.278 -1.470 1.965
H -3.359 -0.796 0.760
H -2.084 -1.626 0.111
H -1.463 0.850 0.109
H -1.799 0.975 1.738
H -0.193 -0.545 2.508
H 0.703 0.577 1.513
H 1.632 -1.333 1.089
H 0.206 -2.315 0.860
H 2.301 0.496 -3.241
H 0.874 -0.329 -3.601
H 2.404 -1.180 -3.488
H 2.653 -0.779 -1.028
H -0.397 -1.058 -1.321
H 0.380 3.736 1.143
H -0.663 4.788 0.816
O 0.093 4.604 1.408

Quick look at the Mulliken charges, all values in e:
1 C -1.16
2 C -0.35
3 C -0.77
4 C -0.58
5 C -1.28
6 C -0.10
7 C -0.16
8 H 0.30
9 H 0.37
10 H 0.26
11 H 0.32
12 H 0.33
13 H 0.36
14 H 0.26
15 H 0.29
16 H 0.39
17 H 0.33
18 H 0.32
19 H 0.31
20 H 0.30
21 H 0.25
22 H 0.32
23 H 0.32
24 O -0.64


A molecular structure, C60H51MnN6OP3S, computed with ωB97M-V with the def2-TZVPD basis set.

- Energy: -144049.1625 eV
- HOMO (spin up / spin down): -12.062 / -12.072 eV
- Gap between HOMO and LUMO (spin up / spin down): 7.870 / 7.860 eV
- Net charge: +2
- Spin multiplicity: 6
- <S²>: 8.754
- F_max: 1.7 eV/Å

CARTESIAN COORDINATES (ANGSTROEM)
Mn 0.012 -0.520 -0.147
O -0.442 1.681 0.111
S 0.807 2.245 0.750
C 0.172 3.402 1.979
C 0.764 4.636 2.127
C 0.315 5.586 3.056
C -0.762 5.264 3.835
C -1.478 6.039 4.895
C -2.557 5.074 5.434
C -2.340 3.796 4.686
C -2.888 2.550 4.836
C -2.367 1.505 4.065
C -1.401 1.672 3.083
P -0.617 0.115 2.489
C -0.003 -0.335 4.167
C -0.418 -1.449 4.886
C 0.061 -1.668 6.166
C 0.950 -0.782 6.745
C 1.347 0.346 6.044
C 0.873 0.570 4.766
C -1.955 -1.127 2.286
C -1.446 -2.410 2.055
C -2.293 -3.484 1.854
C -3.665 -3.286 1.865
C -4.175 -2.015 2.072
C -3.331 -0.935 2.278
C -0.854 2.968 2.863
C -1.325 3.977 3.732
C 1.448 3.301 -0.557
C 0.888 4.523 -0.859
C 1.438 5.387 -1.817
C 2.585 4.995 -2.457
C 3.443 5.684 -3.469
C 4.604 4.701 -3.748
C 4.277 3.483 -2.947
C 4.897 2.267 -2.835
C 4.304 1.295 -2.025
C 3.160 1.501 -1.269
P 2.533 0.048 -0.319
C 3.731 0.172 1.067
C 5.099 -0.040 0.896
C 5.975 0.230 1.930
C 5.504 0.725 3.137
C 4.143 0.895 3.328
C 3.264 0.609 2.300
C 3.184 -1.378 -1.271
C 3.743 -2.466 -0.606
C 4.153 -3.585 -1.314
C 3.999 -3.635 -2.689
C 3.434 -2.558 -3.357
C 3.024 -1.440 -2.654
C 2.552 2.793 -1.289
C 3.115 3.718 -2.192
H 1.607 4.891 1.503
H 0.816 6.538 3.134
H -1.915 6.948 4.479
H -0.788 6.346 5.682
H -3.563 5.457 5.257
H -2.454 4.917 6.508
H -3.647 2.348 5.573
H -2.698 0.503 4.299
H -1.130 -2.144 4.468
H -0.279 -2.532 6.718
H 1.321 -0.960 7.742
H 2.014 1.058 6.505
H 1.160 1.470 4.238
H -0.369 -2.562 2.102
H -1.883 -4.476 1.714
H -4.335 -4.122 1.726
H -5.244 -1.859 2.090
H -3.750 0.048 2.428
H 0.002 4.842 -0.331
H 0.977 6.340 -2.017
H 3.807 6.638 -3.089
H 2.873 5.897 -4.375
H 5.558 5.115 -3.417
H 4.702 4.460 -4.807
H 5.808 2.039 -3.368
H 4.769 0.320 -2.005
H 5.485 -0.428 -0.036
H 7.033 0.065 1.793
H 6.196 0.970 3.927
H 3.766 1.255 4.274
H 2.196 0.715 2.444
H 3.875 -2.428 0.467
H 4.597 -4.415 -0.787
H 4.331 -4.502 -3.241
H 3.322 -2.587 -4.430
H 2.600 -0.598 -3.183
C -1.659 -1.600 -5.595
N -0.896 -0.967 -4.553
C -0.123 0.140 -4.690
C 0.344 0.445 -3.441
N -0.127 -0.457 -2.548
C -0.875 -1.308 -3.242
P -1.970 -2.620 -2.567
C -2.833 -1.424 -1.478
N -2.230 -0.523 -0.714
C -3.178 0.357 -0.321
C -4.381 -0.016 -0.854
N -4.154 -1.139 -1.584
C -5.162 -1.874 -2.301
C -0.780 -3.376 -1.394
N 0.094 -2.770 -0.596
C 0.813 -3.754 0.003
C 0.365 -4.969 -0.432
N -0.638 -4.723 -1.310
C -1.400 -5.729 -1.998
H -1.253 -1.332 -6.568
H -1.626 -2.683 -5.483
H -2.699 -1.271 -5.551
H 0.036 0.619 -5.635
H 0.969 1.264 -3.141
H -2.933 1.197 0.299
H -5.352 0.428 -0.783
H -6.048 -1.993 -1.674
H -5.452 -1.338 -3.210
H -4.776 -2.857 -2.567
H 1.603 -3.536 0.695
H 0.676 -5.960 -0.184
H -1.222 -6.692 -1.526
H -2.463 -5.500 -1.944
H -1.104 -5.794 -3.045

Here are the Mulliken charges for atoms 1 to 99, given in e:
1 Mn 2.08
2 O -0.83
3 S 2.24
4 C 0.09
5 C -0.31
6 C -1.45
7 C 0.09
8 C -0.83
9 C -0.77
10 C -0.14
11 C -1.45
12 C -0.11
13 C 0.47
14 P 1.91
15 C 0.92
16 C -0.59
17 C -0.70
18 C -0.84
19 C -1.13
20 C -0.52
21 C 0.90
22 C -1.60
23 C -0.84
24 C -0.96
25 C -0.90
26 C -0.63
27 C -2.22
28 C 1.52
29 C -0.12
30 C -0.27
31 C -1.41
32 C 0.09
33 C -0.92
34 C -0.90
35 C 0.08
36 C -1.37
37 C 0.23
38 C 0.14
39 P 1.46
40 C 0.35
41 C -0.12
42 C -0.91
43 C -0.97
44 C -0.66
45 C 0.77
46 C 0.81
47 C -1.16
48 C -0.82
49 C -0.83
50 C -1.12
51 C -0.15
52 C -1.11
53 C 1.27
54 H 0.89
55 H 0.49
56 H 0.32
57 H 0.31
58 H 0.31
59 H 0.33
60 H 0.54
61 H 0.81
62 H 0.34
63 H 0.48
64 H 0.42
65 H 0.51
66 H 0.61
67 H 0.92
68 H 0.52
69 H 0.45
70 H 0.48
71 H 0.51
72 H 0.77
73 H 0.49
74 H 0.36
75 H 0.32
76 H 0.29
77 H 0.34
78 H 0.57
79 H 0.52
80 H 0.31
81 H 0.48
82 H 0.43
83 H 0.45
84 H -0.41
85 H 0.70
86 H 0.49
87 H 0.45
88 H 0.53
89 H 0.64
90 C -0.87
91 N 0.21
92 C -0.95
93 C -1.06
94 N 0.92
95 C -0.59
96 P -0.74
97 C -0.60
98 N 0.98
99 C -0.89